1.
This record from OMol25 describes a 2-piece molecular cluster, C13H18FN2O6 overall. The level of theory is ωB97M-V/def2-TZVPD.

```
40
Properties=species:S:1:pos:R:3:forces:R:3:lowdin_charge:R:1
C 1.35127 0.69770 0.97383 -1.7 -0.2 -1.2 -0.05
C 1.45829 0.69948 -0.65219 2.1 1.0 0.7 -0.23
O 0.98821 -0.53306 -1.25948 -1.6 1.5 -0.3 -0.19
C -0.29014 -0.34316 -1.93256 -0.6 -1.2 0.5 -0.14
C -1.36593 0.24863 -0.90404 -1.8 1.4 1.3 -0.02
C -1.82757 1.72309 -1.05097 -0.4 -3.5 2.4 0.07
N -2.76681 2.30472 -0.11272 1.0 -3.3 0.9 -0.07
C -3.10559 3.76866 -0.33679 0.3 1.7 -0.8 -0.20
N -4.09839 3.97580 -1.44171 1.5 -1.6 0.9 0.03
C -3.31480 1.52137 0.97711 1.7 -2.4 -0.8 0.06
C -2.92846 0.02075 1.23167 1.8 1.6 -3.1 0.08
C -1.91150 -0.65878 0.26604 -0.8 4.0 0.1 0.04
C -1.38147 -2.16861 0.41910 -0.6 -3.7 -1.9 -0.35
O -1.71958 -3.04733 -0.41487 1.3 4.4 3.0 0.11
O -0.48224 -2.59392 1.44265 -2.2 1.7 -1.1 0.07
H 0.91043 -0.33400 1.25220 1.1 1.6 -0.2 0.07
H 0.52438 1.47003 1.22155 1.6 -1.1 0.1 0.07
H 2.34070 0.91615 1.49275 -1.5 -0.3 -0.7 0.09
H 0.98095 1.64756 -1.11336 0.6 -1.7 0.7 0.12
H 2.58243 0.78122 -0.89749 -1.8 -0.2 0.1 0.14
H -0.65412 -1.40464 -2.20522 0.6 1.7 0.4 0.15
H -0.20236 0.24387 -2.91119 -0.1 -0.4 1.6 0.15
H -1.40297 2.38207 -1.87878 -0.8 -1.0 1.4 0.15
H -3.42287 4.30665 0.61638 0.3 -1.3 -1.1 0.15
H -2.11784 4.26941 -0.67081 -1.6 -0.9 0.7 0.15
H -3.57441 3.74787 -2.30464 -0.7 0.4 0.4 0.08
H -4.80304 3.22079 -1.36354 0.2 0.8 -0.1 0.09
H -4.04069 2.00116 1.72669 1.3 -0.5 -1.6 0.15
H -3.37283 -0.58127 2.10820 0.7 1.4 -1.6 0.13
H -0.79148 -2.30863 2.33307 0.4 0.1 -0.7 0.13
C 2.92668 -2.83802 0.29777 -1.0 -0.4 -0.2 -0.07
C 4.34765 -3.06916 -0.10494 0.3 0.1 -0.7 -0.32
O 5.04301 -2.03354 0.56021 -0.5 -0.3 0.5 0.14
C 4.31465 -1.76835 1.68129 0.5 0.9 1.3 -0.54
O 4.72364 -1.14666 2.61773 -0.5 -0.5 -0.9 0.17
O 3.06267 -2.30435 1.60729 0.6 0.2 0.0 0.06
F 4.50725 -2.90731 -1.43983 0.1 -0.1 -0.1 0.08
H 2.42044 -2.10797 -0.34016 0.2 -0.1 -0.1 0.12
H 2.34195 -3.75927 0.30852 0.0 0.1 0.2 0.15
H 4.75049 -4.03897 0.20125 0.1 0.1 -0.2 0.18
```
Positions in Å, forces in eV/Å.

## Properties
Frontier orbital gap ... 7.70 eV
Net charge ... +1
Spin multiplicity ... 1
E ... -31743.54918 eV
Largest force on an atom ... 0.1066 Eh/bohr

---

2.
This record from OMol25 describes a 2-piece molecular cluster, CH3INOP overall. The level of theory is ωB97M-V/def2-TZVPD.

```
8
Properties=species:S:1:pos:R:3:forces:R:3:lowdin_charge:R:1
C 0.60359 -0.82433 0.81625 -2.5 0.4 -2.6 -0.79
N 0.13437 -1.42722 -0.11590 1.8 0.4 1.5 0.08
O -0.00547 1.32233 0.67720 2.2 -1.8 3.5 -0.71
P -0.76222 1.55041 -0.59044 -2.1 -0.7 -2.4 0.57
I 1.09330 -0.97774 2.72617 0.4 0.1 0.5 1.03
H -0.15311 -1.28437 -1.09793 0.0 0.4 0.8 0.08
H -1.18553 0.09737 -0.86800 -0.1 1.5 -0.5 -0.10
H 0.27506 1.54354 -1.54735 0.2 -0.2 -0.8 -0.14
```
Positions in Å, forces in eV/Å.

## Properties
Frontier orbital gap (alpha / beta) ... 6.62 / 6.62 eV
Net charge ... 0
Spin multiplicity ... 1
E ... -22008.77462 eV
Largest force on an atom ... 0.0879 Eh/bohr
Energy relative to the best compared isomer or geometry (same formula, charge and spin) ... 363.9 kJ/mol

---

3.
This record from OMol25 describes C41H45N4O4RhS2 as an isolated structure. The level of theory is ωB97M-V/def2-TZVPD.

```
97
Properties=species:S:1:pos:R:3:forces:R:3:lowdin_charge:R:1
Rh -0.74662 0.79964 -1.04319 -0.1 0.1 0.0 0.68
C 0.80226 -3.37704 3.77108 0.0 0.0 0.0 0.02
C 0.93311 -1.86897 3.69738 0.0 0.0 0.0 -0.57
C 1.51536 -1.25918 4.95643 0.0 0.0 0.0 0.02
O 1.74449 -1.54575 2.57750 0.0 0.0 -0.1 -0.01
C 1.08748 -0.57516 1.77343 0.0 0.0 0.0 -0.16
C -0.38583 -0.75344 2.13354 0.0 0.0 0.0 -0.17
O -0.33563 -1.28170 3.45343 0.0 0.1 0.0 -0.01
C -1.24326 0.52163 2.10448 0.0 0.1 -0.1 -0.39
O -1.44831 0.95822 0.78134 -0.1 -0.1 0.2 -0.29
C -2.66755 0.24196 2.60724 0.0 0.0 0.0 -0.13
C -3.51424 1.33639 2.77674 0.0 0.0 0.0 -0.02
C -4.84014 1.16270 3.13681 0.0 0.0 0.0 -0.08
C -5.34614 -0.11656 3.33578 0.0 0.0 0.0 -0.10
C -4.51316 -1.21051 3.16826 0.0 0.0 0.0 -0.08
C -3.18215 -1.03387 2.80430 0.0 0.0 0.0 -0.02
C -0.58849 1.61441 2.95593 0.0 0.0 0.0 -0.15
C 0.12835 2.64077 2.35318 0.0 0.0 0.0 -0.03
C 0.75883 3.61121 3.12290 0.0 0.0 0.0 -0.08
C 0.67844 3.56744 4.50741 0.0 0.0 0.0 -0.10
C -0.04101 2.54765 5.11696 0.0 0.0 0.0 -0.08
C -0.67045 1.57966 4.34670 0.0 0.0 0.0 -0.03
C 1.46474 -0.79871 0.29982 0.0 0.0 -0.1 -0.38
O 1.04348 0.30167 -0.46883 0.0 0.1 0.1 -0.29
C 2.98533 -0.74459 0.08902 0.0 0.0 0.0 -0.14
C 3.47131 -1.08851 -1.17213 0.0 0.0 0.0 -0.03
C 4.81278 -0.93808 -1.48470 0.0 0.0 0.0 -0.08
C 5.69585 -0.43242 -0.53690 0.0 0.0 0.0 -0.10
C 5.22048 -0.08224 0.71681 0.0 0.0 0.0 -0.08
C 3.87266 -0.23417 1.02850 0.0 0.0 0.0 -0.01
C 0.90019 -2.14425 -0.16916 0.1 0.0 0.1 -0.14
C -0.32875 -2.24198 -0.79879 0.1 -0.1 0.0 -0.04
C -0.88927 -3.46595 -1.13122 -0.1 0.0 0.0 -0.07
C -0.20680 -4.63598 -0.83951 0.0 0.0 0.0 -0.08
C 1.03095 -4.56181 -0.21279 0.0 0.1 0.0 -0.07
C 1.57491 -3.32931 0.12200 0.0 -0.1 0.0 -0.02
H 1.78855 -3.83358 3.86887 0.0 0.0 0.0 0.09
H 0.33157 -3.74427 2.85818 0.0 0.0 0.0 0.09
H 0.19283 -3.65858 4.63040 0.0 0.0 0.0 0.09
H 2.49319 -1.69566 5.16477 0.0 0.0 0.0 0.09
H 0.85377 -1.44650 5.80365 0.0 0.0 0.0 0.09
H 1.61952 -0.18204 4.82371 0.0 0.0 0.0 0.09
H 1.41689 0.43437 2.03150 0.0 0.0 0.1 0.15
H -0.86498 -1.47076 1.46411 0.0 -0.1 0.0 0.14
H -3.12283 2.33399 2.61624 0.0 0.0 0.0 0.13
H -5.48168 2.02649 3.26180 0.0 0.0 0.0 0.10
H -6.38138 -0.25653 3.62070 0.0 0.0 0.0 0.10
H -4.89483 -2.21214 3.32503 0.0 0.0 0.0 0.10
H -2.55041 -1.90420 2.69850 0.0 0.0 0.0 0.11
H 0.19333 2.67448 1.27444 0.0 0.0 0.0 0.05
H 1.31259 4.40506 2.63540 0.0 0.0 0.0 0.10
H 1.16624 4.32504 5.10787 0.0 0.0 0.0 0.10
H -0.11732 2.50746 6.19687 0.0 0.0 0.0 0.10
H -1.23504 0.78971 4.82539 0.0 0.0 0.0 0.12
H 2.78131 -1.46887 -1.91683 0.0 0.0 0.0 0.13
H 5.17124 -1.21662 -2.46836 0.0 0.0 0.0 0.10
H 6.74597 -0.31723 -0.77453 0.0 0.0 0.0 0.10
H 5.89932 0.30994 1.46400 0.0 0.0 0.0 0.10
H 3.52904 0.03489 2.01704 0.0 0.0 0.0 0.11
H -0.90674 -1.35632 -1.04530 -0.1 0.1 0.0 0.06
H -1.85880 -3.49799 -1.61358 0.0 0.0 0.0 0.10
H -0.63567 -5.59701 -1.09416 0.0 0.0 0.0 0.10
H 1.57472 -5.46827 0.02224 0.0 0.0 0.0 0.10
H 2.53329 -3.28171 0.62278 0.0 0.0 0.0 0.13
C -4.56922 -3.14571 -4.07140 0.0 0.0 0.0 -0.03
C -3.19324 -2.55324 -4.07072 0.0 0.0 0.0 -0.34
C -2.07867 -3.26176 -4.49665 0.0 0.0 0.0 -0.03
C -0.85765 -2.61956 -4.41752 0.0 0.1 0.0 -0.13
N -0.72714 -1.37461 -3.96909 0.0 0.0 0.0 0.06
C -1.85548 -0.77597 -3.58463 0.0 -0.1 0.0 -0.75
S -1.72376 0.91923 -3.05130 0.0 -0.1 -0.1 0.65
N -3.07601 -1.30337 -3.61397 0.0 0.0 0.0 0.11
H -4.62758 -4.02606 -4.70942 0.0 0.0 0.0 0.08
H -5.29224 -2.40150 -4.40094 0.0 0.0 0.0 0.08
H -4.84166 -3.43578 -3.05455 0.0 0.0 0.0 0.09
H -2.16087 -4.27260 -4.87135 0.0 0.0 0.0 0.11
H 0.05641 -3.11861 -4.72173 0.0 0.0 0.0 0.11
C -1.60733 4.47845 -3.66891 0.0 0.1 0.0 -0.11
N -0.24970 3.95381 -3.83310 -0.2 -0.5 0.2 -0.21
C -0.12489 3.24957 -5.12246 0.2 0.2 0.0 -0.06
C 0.36330 3.41611 -2.72453 0.1 0.2 -0.3 -0.63
S -0.55878 3.12146 -1.26292 0.1 -0.1 0.3 0.72
N 1.67892 3.28145 -2.74892 0.0 0.0 0.0 -0.15
C 2.53052 3.86451 -3.78351 -0.1 -0.1 0.0 -0.03
C 2.45462 2.71905 -1.64081 0.1 0.0 0.1 -0.04
H -1.81343 5.11297 -4.53081 0.0 0.0 0.0 0.09
H -1.67729 5.07936 -2.76811 0.0 0.0 0.0 0.07
H -2.35130 3.68000 -3.61893 0.0 0.0 0.0 0.06
H -0.81854 2.41035 -5.15543 0.0 0.0 0.0 0.05
H 0.87546 2.86923 -5.28517 0.1 0.0 0.0 0.07
H -0.36469 3.95244 -5.91995 0.0 0.0 0.0 0.09
H 1.98755 4.61252 -4.34867 -0.1 0.1 0.0 0.09
H 2.91618 3.09536 -4.45381 0.0 0.0 0.0 0.10
H 3.37707 4.33205 -3.28219 0.0 0.0 0.0 0.10
H 1.85335 2.09720 -0.99343 -0.1 -0.1 0.0 0.03
H 2.89405 3.54085 -1.06950 0.0 0.0 0.0 0.11
H 3.25516 2.10641 -2.05604 0.0 0.0 0.0 0.10
```
Positions in Å, forces in eV/Å.

## Properties
Frontier orbital gap (alpha / beta) ... 6.85 / 6.85 eV
Net charge ... 0
Spin multiplicity ... 1
E ... -82075.23494 eV
Largest force on an atom ... 0.0120 Eh/bohr
Energy relative to the best compared isomer or geometry (same formula, charge and spin) ... 0.0 kJ/mol

---

4.
This record from OMol25 describes a 3-piece molecular cluster, C2H11NO2S2 overall. The level of theory is ωB97M-V/def2-TZVPD.

```
18
Properties=species:S:1:pos:R:3:forces:R:3:lowdin_charge:R:1
N -1.45859 1.44541 0.76926 -0.8 -1.2 0.2 0.00
C -0.86420 1.05527 -0.49432 0.8 0.8 -1.2 -0.39
C 0.61864 1.45015 -0.59997 -0.6 1.0 0.0 -0.56
S 1.21531 0.78664 -2.19940 0.8 -0.8 1.2 0.46
S 3.15598 0.22640 -1.63952 0.7 1.4 -1.2 0.35
H -1.97421 2.31703 0.77765 0.4 0.3 -0.5 0.07
H -2.19567 0.75089 0.87412 0.1 0.0 0.8 0.06
H -1.37481 1.49069 -1.37981 0.1 -0.1 0.3 0.11
H -0.88613 -0.01971 -0.68666 -0.3 -0.1 0.6 0.08
H 1.21990 1.10032 0.24493 -0.2 -0.3 -0.3 0.07
H 0.70304 2.55270 -0.59034 0.1 -0.4 -0.1 0.08
H 3.18583 -0.71760 -0.70954 -0.6 -0.4 0.2 -0.21
H -2.51760 -2.27148 2.31457 -0.2 0.5 -0.1 0.04
H -1.07664 -2.44123 2.31758 0.7 0.2 -0.1 0.03
O -1.71968 -1.74982 2.13795 -0.5 -0.8 0.2 -0.06
H 1.81780 -1.41549 -0.37385 0.0 -0.3 0.3 -0.08
H 0.67272 -2.27454 -0.63590 -0.7 -0.4 -0.2 0.03
O 1.47831 -2.28565 -0.12675 0.2 0.4 0.1 -0.07
```
Positions in Å, forces in eV/Å.

## Properties
Frontier orbital gap ... 9.31 eV
Net charge ... 0
Spin multiplicity ... 1
E ... -29507.23169 eV
Largest force on an atom ... 0.0387 Eh/bohr
SMILES string ... NCCSS.O.O
Energy relative to the best compared isomer or geometry (same formula, charge and spin) ... 89.3 kJ/mol

---

5.
This record from OMol25 describes an isolated ion of composition C4H8NS and charge +1. The level of theory is ωB97M-V/def2-TZVPD.

```
14
Properties=species:S:1:pos:R:3:forces:R:3:lowdin_charge:R:1
C -1.48704 1.25548 0.02787 4.1 -5.4 -2.4 0.29
C 1.56238 -0.57294 0.94232 0.5 -0.3 -0.8 -0.32
C 0.80763 0.54815 0.39282 -0.3 2.6 0.7 -0.65
C -0.70003 -0.98870 -0.94272 -2.0 2.0 0.2 0.03
N -0.43462 0.32974 -0.21124 -6.6 1.8 0.1 -0.12
S 2.28023 0.23374 -0.51152 0.5 -0.4 -0.6 0.97
H -2.52089 1.12351 -0.31969 0.7 -0.4 0.0 0.13
H -1.17924 2.15326 0.43704 0.5 1.6 1.2 0.08
H 2.10633 -0.36845 1.78197 1.3 1.0 2.2 0.05
H 1.39259 -1.62913 0.97690 -1.0 -0.4 -0.8 0.10
H 0.71682 1.57400 0.85165 0.8 -1.4 0.2 0.15
H 0.09618 -1.19736 -1.63118 0.6 -0.4 0.3 0.08
H -1.57096 -0.71484 -1.54642 0.1 -0.4 -0.1 0.10
H -1.06940 -1.74644 -0.24781 0.8 0.0 0.0 0.12
```
Positions in Å, forces in eV/Å.

## Properties
Frontier orbital gap ... 7.62 eV
Net charge ... +1
Spin multiplicity ... 1
E ... -16593.62655 eV
Largest force on an atom ... 0.1395 Eh/bohr
SMILES string ... C=[N+](C)[C@H]1CS1
Energy relative to the best compared isomer or geometry (same formula, charge and spin) ... 171.7 kJ/mol